# 1
{
  "formula": "C47H60N8P3PbS3",
  "method": "wB97M-V/def2-TZVPD",
  "symbols": ["Pb", "C", "S", "C", "C", "C", "N", "P", "C", "C", "C", "C", "C", "C", "C", "C", "C", "C", "C", "C", "P", "C", "C", "C", "C", "C", "C", "C", "C", "C", "C", "C", "C", "H", "H", "H", "H", "H", "H", "H", "H", "H", "H", "H", "H", "H", "H", "H", "H", "H", "H", "H", "H", "H", "H", "H", "H", "H", "H", "H", "H", "H", "C", "N", "C", "C", "N", "N", "C", "N", "N", "H", "H", "H", "H", "H", "H", "H", "H", "H", "H", "H", "N", "C", "C", "C", "N", "H", "H", "H", "H", "H", "H", "H", "H", "H", "H", "S", "P", "S", "C", "C", "C", "C", "C", "C", "C", "C", "C", "C", "C", "C", "H", "H", "H", "H", "H", "H", "H", "H", "H", "H"],
  "xyz": [[0.586, 0.359, 1.577], [-5.831, 1.990, -5.546], [-4.602, 0.674, -5.372], [-5.324, -0.281, -4.006], [-4.260, -0.726, -2.999], [-3.539, 0.466, -2.382], [-2.427, 0.007, -1.515], [-2.502, 0.045, 0.255], [-4.109, -0.723, 0.560], [-5.324, -0.040, 0.460], [-6.520, -0.721, 0.630], [-6.515, -2.085, 0.905], [-5.312, -2.763, 1.046], [-4.114, -2.082, 0.885], [-2.798, 1.805, 0.610], [-2.700, 2.829, -0.326], [-2.905, 4.152, 0.058], [-3.200, 4.456, 1.379], [-3.282, 3.439, 2.325], [-3.077, 2.120, 1.945], [-0.944, -0.391, -2.132], [-0.852, 0.058, -3.842], [-0.618, 1.407, -4.144], [-0.588, 1.824, -5.462], [-0.777, 0.896, -6.480], [-0.995, -0.446, -6.187], [-1.025, -0.875, -4.872], [-0.693, -2.161, -1.976], [0.522, -2.683, -2.441], [0.749, -4.046, -2.380], [-0.217, -4.887, -1.835], [-1.422, -4.369, -1.371], [-1.665, -3.005, -1.439], [-5.471, 2.655, -6.329], [-5.937, 2.553, -4.620], [-6.792, 1.582, -5.850], [-5.803, -1.165, -4.423], [-6.092, 0.325, -3.524], [-3.538, -1.370, -3.511], [-4.730, -1.314, -2.206], [-4.231, 1.060, -1.787], [-3.157, 1.102, -3.179], [-5.344, 1.025, 0.265], [-7.458, -0.187, 0.558], [-7.451, -2.614, 1.026], [-5.308, -3.818, 1.287], [-3.174, -2.605, 1.033], [-2.471, 2.610, -1.362], [-2.848, 4.941, -0.680], [-3.376, 5.483, 1.672], [-3.521, 3.675, 3.353], [-3.161, 1.327, 2.683], [-0.459, 2.126, -3.347], [-0.413, 2.865, -5.698], [-0.749, 1.220, -7.512], [-1.145, -1.159, -6.986], [-1.190, -1.921, -4.649], [1.275, -2.030, -2.866], [1.673, -4.456, -2.768], [-0.036, -5.953, -1.789], [-2.186, -5.031, -0.986], [-2.622, -2.611, -1.124], [-0.713, 0.071, 6.606], [-0.462, -1.208, 5.949], [-0.612, -2.429, 6.748], [-0.146, -1.228, 4.640], [-0.219, -0.187, 3.854], [0.289, -2.465, 4.183], [0.523, -2.923, 2.889], [0.710, -4.261, 2.836], [0.544, -2.139, 1.871], [-0.607, -0.063, 7.678], [-1.719, 0.445, 6.401], [0.024, 0.812, 6.295], [0.353, -2.859, 7.026], [-1.221, -3.167, 6.228], [-1.134, -2.175, 7.665], [-0.632, 0.597, 4.343], [0.433, -3.151, 4.904], [0.728, -4.846, 3.653], [0.969, -4.689, 1.965], [0.708, -2.649, 1.007], [0.470, 3.084, 0.812], [1.757, 3.815, 0.752], [2.385, 3.985, 2.128], [3.124, 2.775, 2.683], [2.237, 1.663, 3.127], [0.045, 3.075, -0.110], [-0.185, 3.594, 1.402], [1.619, 4.800, 0.300], [2.437, 3.248, 0.110], [1.621, 4.323, 2.840], [3.118, 4.790, 2.062], [3.745, 3.098, 3.521], [3.793, 2.370, 1.918], [1.689, 1.972, 3.925], [2.835, 0.911, 3.462], [4.108, -1.223, 2.151], [4.602, -0.475, 0.351], [2.768, -0.374, -0.421], [5.660, -1.572, -0.575], [6.496, -2.477, 0.074], [7.387, -3.241, -0.668], [7.443, -3.097, -2.046], [6.612, -2.189, -2.693], [5.719, -1.425, -1.961], [5.401, 1.115, 0.447], [6.425, 1.293, 1.378], [7.115, 2.493, 1.415], [6.790, 3.508, 0.523], [5.774, 3.328, -0.407], [5.074, 2.130, -0.449], [6.455, -2.595, 1.150], [8.036, -3.948, -0.169], [8.137, -3.695, -2.622], [6.668, -2.072, -3.767], [5.071, -0.717, -2.466], [6.683, 0.501, 2.073], [7.911, 2.636, 2.133], [7.336, 4.442, 0.550], [5.531, 4.120, -1.104], [4.283, 1.984, -1.176]],
  "forces_ev_per_a": [[0.03, 0.10, 0.25], [0.02, -0.08, -0.01], [0.05, 0.11, 0.00], [0.07, -0.10, -0.03], [-0.10, 0.12, -0.07], [-0.12, -0.28, -0.08], [0.10, 0.45, 0.51], [-0.09, -0.14, -0.47], [-0.09, 0.00, 0.14], [-0.01, -0.02, 0.00], [0.02, -0.03, 0.00], [0.01, 0.04, -0.01], [0.01, 0.03, -0.03], [-0.02, -0.02, 0.09], [-0.01, 0.02, 0.05], [0.04, 0.08, -0.01], [0.01, -0.07, 0.00], [0.00, 0.00, 0.02], [0.04, -0.03, -0.03], [0.03, 0.05, -0.06], [-0.38, -0.54, -0.19], [0.15, 0.24, -0.12], [-0.04, -0.03, -0.02], [-0.02, -0.02, 0.00], [0.00, -0.06, 0.02], [0.02, 0.06, -0.03], [0.02, 0.03, 0.05], [0.25, 0.07, 0.05], [0.00, 0.04, 0.07], [-0.02, -0.03, 0.02], [0.00, 0.03, 0.01], [0.01, 0.04, -0.03], [-0.03, -0.03, -0.05], [-0.01, 0.00, 0.00], [0.01, 0.00, -0.01], [0.00, 0.00, -0.01], [-0.11, 0.00, 0.08], [0.02, 0.02, 0.02], [0.03, -0.01, 0.05], [0.01, -0.06, -0.05], [0.05, 0.01, 0.10], [0.04, 0.06, 0.00], [0.03, -0.01, -0.01], [0.00, -0.01, -0.02], [0.01, 0.01, 0.02], [-0.01, 0.01, 0.01], [-0.02, 0.02, -0.03], [-0.03, 0.00, 0.02], [0.00, -0.01, 0.00], [0.00, -0.01, 0.00], [0.00, 0.00, -0.01], [-0.03, 0.01, -0.01], [-0.01, -0.02, 0.00], [0.00, -0.01, 0.00], [-0.01, 0.00, 0.01], [0.01, 0.01, 0.00], [-0.01, 0.00, 0.03], [0.01, 0.02, 0.02], [0.00, 0.01, 0.03], [-0.02, 0.00, -0.03], [0.01, 0.00, 0.01], [0.06, 0.00, -0.03], [-0.01, -0.06, -0.01], [0.01, 0.00, 0.08], [0.00, 0.09, -0.05], [-0.04, -0.10, -0.11], [0.15, -0.04, -0.08], [0.05, 0.06, -0.10], [-0.10, 0.03, 0.27], [0.03, 0.00, -0.09], [0.00, 0.10, -0.02], [-0.01, 0.01, 0.00], [-0.02, 0.01, -0.01], [0.02, 0.01, 0.01], [0.01, 0.00, 0.01], [-0.01, -0.01, -0.01], [0.00, 0.00, 0.01], [-0.04, 0.00, 0.00], [0.01, 0.02, -0.01], [-0.04, 0.00, 0.00], [0.05, 0.00, 0.02], [0.03, 0.01, 0.00], [0.14, -0.03, 0.05], [-0.11, -0.09, 0.04], [-0.05, -0.13, 0.04], [-0.05, -0.08, -0.15], [0.06, -0.01, -0.21], [-0.03, 0.02, 0.04], [-0.03, 0.05, -0.05], [0.02, 0.03, -0.02], [-0.03, 0.02, -0.01], [0.05, 0.05, 0.00], [-0.02, 0.04, 0.03], [0.03, -0.02, 0.03], [-0.10, 0.06, 0.13], [-0.01, -0.01, 0.04], [-0.05, -0.01, 0.06], [-0.24, -0.03, 0.09], [0.43, -0.13, -0.14], [-0.37, -0.04, -0.11], [0.16, -0.10, 0.00], [0.03, -0.05, -0.02], [-0.07, 0.05, 0.03], [-0.02, 0.01, -0.01], [0.01, -0.01, 0.00], [0.00, 0.03, -0.02], [0.16, 0.17, 0.03], [-0.01, 0.01, -0.03], [-0.02, 0.01, 0.01], [-0.03, 0.00, 0.00], [-0.03, -0.04, 0.03], [0.10, 0.03, 0.01], [-0.02, 0.01, -0.01], [-0.01, 0.01, 0.00], [0.01, 0.02, 0.00], [-0.02, -0.01, 0.01], [0.02, 0.01, -0.01], [0.00, 0.01, -0.02], [-0.01, 0.00, 0.00], [0.00, -0.01, -0.01], [0.01, 0.00, 0.00], [0.00, -0.01, 0.00]],
  "lumo_energy_ev": [-9.30, -9.36],
  "total_charge": 3,
  "energy_ev": -127234.55304,
  "spin_multiplicity": 1,
  "max_force_ev_per_a": 0.691,
  "gap_ev": [4.6, 4.5]
}

# 2
{
  "formula": "C47H61N7SbSeSi3TeW",
  "method": "wB97M-V/def2-TZVPD",
  "symbols": ["W", "C", "C", "C", "C", "C", "C", "N", "C", "C", "C", "C", "C", "N", "C", "C", "C", "C", "C", "C", "N", "H", "H", "H", "H", "H", "H", "H", "H", "H", "H", "H", "H", "H", "H", "H", "C", "Sb", "C", "C", "C", "C", "C", "C", "N", "Si", "C", "C", "C", "C", "C", "C", "C", "C", "C", "N", "Si", "C", "C", "C", "Si", "C", "C", "C", "H", "H", "H", "H", "H", "H", "H", "H", "H", "H", "H", "H", "H", "H", "H", "H", "H", "H", "H", "H", "H", "H", "H", "H", "H", "H", "H", "H", "H", "H", "H", "H", "H", "H", "H", "H", "H", "H", "C", "N", "C", "Se", "N", "C", "C", "C", "C", "C", "C", "H", "H", "H", "H", "H", "H", "H", "H", "Te"],
  "xyz": [[-0.554, 0.627, -0.408], [2.350, 2.418, -2.945], [0.980, 2.495, -3.571], [0.905, 3.499, -4.611], [-0.252, 4.140, -4.907], [-1.381, 3.859, -4.117], [-1.259, 2.982, -3.060], [-0.117, 2.311, -2.705], [-2.336, 2.763, -2.108], [-3.471, 3.376, -1.724], [-3.812, 3.284, -0.263], [-4.116, 2.053, 0.627], [-3.381, 0.748, 0.437], [-1.876, 1.885, -1.103], [-2.643, 0.076, 1.563], [-3.313, -0.357, 2.658], [-2.594, -1.039, 3.682], [-1.300, -1.314, 3.498], [-0.463, -0.848, 2.342], [1.787, -2.001, 1.825], [-1.265, -0.076, 1.336], [3.108, 2.449, -3.722], [2.498, 1.502, -2.379], [2.504, 3.269, -2.275], [1.815, 3.699, -5.156], [-0.306, 4.867, -5.701], [-2.325, 4.345, -4.298], [-3.990, 4.106, -2.321], [-4.607, 4.005, -0.049], [-5.399, 0.475, 1.021], [-4.378, -0.224, 2.749], [-3.116, -1.353, 4.570], [-0.760, -1.836, 4.261], [2.096, -1.944, 2.862], [2.148, -1.108, 1.311], [2.268, -2.870, 1.377], [-2.094, -3.842, -1.762], [-2.310, -2.288, -0.255], [-2.103, -0.451, -1.539], [-2.608, 0.689, -0.812], [-1.390, 2.697, 0.050], [-2.514, 3.678, 0.531], [-2.991, 3.518, 1.952], [-3.962, 2.615, 2.001], [-4.828, 0.865, 0.278], [-2.966, -0.715, -3.253], [-4.707, -1.319, -2.720], [-2.076, -1.955, -4.410], [-3.324, 0.841, -4.295], [0.262, -2.122, 1.687], [0.029, -2.219, 0.157], [0.585, -3.441, -0.454], [1.346, -3.459, -1.560], [1.685, -2.224, -2.210], [1.216, -1.087, -1.654], [0.493, -0.997, -0.491], [0.655, 0.480, 3.397], [2.568, 0.680, 3.425], [-0.129, 2.198, 3.128], [0.370, 0.199, 5.266], [-0.215, -3.795, 2.655], [0.223, -5.517, 1.916], [-2.052, -4.094, 3.117], [0.892, -3.821, 4.228], [-2.993, -3.907, -2.360], [-1.975, -4.778, -1.228], [-1.231, -3.694, -2.401], [-0.642, 3.392, -0.419], [-2.204, 4.708, 0.328], [-2.598, 4.096, 2.769], [-4.498, 2.257, 2.858], [-4.672, -2.264, -2.182], [-5.355, -1.453, -3.579], [-5.179, -0.592, -2.064], [-2.686, -2.836, -4.579], [-1.110, -2.284, -4.045], [-1.909, -1.490, -5.378], [-3.981, 1.541, -3.790], [-3.830, 0.516, -5.200], [-2.433, 1.374, -4.607], [0.291, -4.366, -0.003], [1.698, -4.387, -1.982], [2.254, -2.208, -3.122], [1.382, -0.115, -2.141], [3.069, 0.736, 2.468], [3.035, -0.112, 3.999], [2.770, 1.608, 3.950], [-0.716, 2.244, 2.209], [0.630, 2.973, 3.071], [-0.795, 2.449, 3.945], [0.825, -0.711, 5.640], [-0.679, 0.182, 5.539], [0.830, 1.022, 5.802], [-0.501, -5.847, 1.175], [0.172, -6.231, 2.734], [1.220, -5.599, 1.496], [-2.756, -3.573, 2.472], [-2.253, -3.798, 4.140], [-2.266, -5.155, 3.044], [1.912, -4.107, 3.983], [0.512, -4.575, 4.910], [0.940, -2.886, 4.778], [4.444, 3.342, 0.848], [4.413, 2.031, 0.268], [3.309, 1.274, 0.075], [1.540, 1.886, 0.324], [3.696, 0.078, -0.437], [5.061, 0.074, -0.609], [5.926, -0.871, -1.133], [7.262, -0.511, -1.214], [7.716, 0.730, -0.773], [6.858, 1.670, -0.227], [5.517, 1.325, -0.157], [3.418, 3.664, 1.027], [4.932, 4.041, 0.169], [4.985, 3.324, 1.794], [3.065, -0.669, -0.717], [5.574, -1.832, -1.470], [7.967, -1.208, -1.638], [8.763, 0.968, -0.865], [7.211, 2.629, 0.115], [0.561, 0.546, -4.686]],
  "forces_ev_per_a": [[-0.63, -0.83, 1.43], [0.40, -0.31, 0.21], [0.26, 1.93, 1.05], [0.19, -1.30, 0.21], [-1.34, 0.27, 0.29], [1.10, 0.28, -0.49], [0.20, -0.42, 0.34], [0.25, 0.30, -2.66], [-0.07, -0.06, 0.12], [0.61, -0.53, -0.34], [-0.15, 0.12, 0.20], [0.33, -0.06, 0.14], [0.23, 0.15, -0.06], [-2.50, 2.20, -1.17], [-1.67, 0.32, 0.56], [0.76, 0.43, -0.67], [0.43, -0.12, 0.10], [-0.57, 0.46, -0.17], [0.30, 0.02, 0.08], [-0.05, -0.08, 0.13], [0.28, -0.09, -0.80], [0.01, -0.03, -0.11], [-0.04, 0.10, -0.09], [-0.07, -0.02, -0.01], [0.07, -0.06, -0.14], [0.00, 0.05, -0.10], [-0.14, 0.07, 0.00], [-0.01, 0.14, -0.18], [0.14, -0.03, -0.02], [0.18, 0.00, 0.09], [-0.12, 0.05, -0.12], [0.01, -0.17, 0.17], [0.13, -0.19, 0.21], [0.13, 0.02, 0.20], [-0.05, -0.02, 0.07], [0.15, -0.10, -0.01], [-0.05, 0.39, 0.19], [0.69, -0.48, -0.76], [-0.43, 0.02, -0.26], [0.62, -0.04, 1.93], [0.22, 0.82, -0.75], [0.06, -0.32, 0.44], [-0.34, 0.01, 0.06], [0.11, 0.23, 0.01], [-0.40, -0.17, -0.28], [-0.02, -0.14, -0.26], [0.79, 0.12, -0.11], [-0.32, 0.41, 0.40], [0.17, -0.28, 0.48], [0.25, -0.40, -0.21], [-1.23, 0.01, 0.03], [0.33, -0.01, -0.31], [-0.14, -0.21, 0.50], [-0.11, 0.59, 0.17], [0.40, 0.19, -0.36], [1.06, -2.03, -0.22], [0.09, 0.98, 0.83], [-0.47, -0.34, -0.37], [-0.06, -0.50, -0.28], [-0.01, -0.21, -0.54], [0.15, -0.82, 0.70], [0.02, 0.69, -0.04], [0.43, 0.16, -0.25], [-0.47, 0.15, -0.50], [-0.21, -0.02, -0.13], [0.01, -0.18, 0.15], [0.04, 0.03, 0.00], [-0.41, -0.68, 0.26], [0.03, -0.17, -0.05], [0.08, 0.02, 0.19], [-0.08, 0.00, 0.25], [-0.02, -0.16, 0.05], [-0.08, -0.05, -0.28], [0.04, 0.19, 0.11], [-0.15, -0.20, 0.02], [0.16, 0.00, 0.18], [-0.04, 0.17, -0.16], [-0.16, 0.01, 0.11], [-0.11, -0.22, -0.19], [0.19, -0.02, -0.10], [0.01, -0.21, -0.01], [-0.04, -0.17, 0.04], [0.03, 0.13, -0.19], [0.08, -0.49, 0.12], [0.03, -0.08, -0.11], [0.07, -0.24, 0.15], [-0.12, 0.27, 0.17], [0.13, 0.03, 0.17], [0.21, 0.05, 0.02], [-0.14, -0.09, 0.28], [0.14, -0.27, 0.11], [-0.19, 0.04, 0.02], [0.21, 0.27, 0.01], [-0.08, -0.04, -0.16], [-0.09, 0.02, 0.27], [0.19, 0.03, -0.13], [-0.02, 0.06, 0.02], [-0.05, 0.13, 0.16], [0.09, -0.30, -0.07], [0.13, -0.02, -0.14], [-0.15, -0.18, 0.12], [0.04, 0.18, 0.10], [-0.10, 0.60, 0.27], [-0.88, -0.64, -0.16], [-0.44, -0.78, -0.59], [0.92, 1.29, 0.68], [-0.21, 0.78, 0.41], [0.57, 0.48, 0.14], [0.13, 0.11, 0.00], [-0.21, -0.17, -0.02], [0.00, 0.20, 0.09], [-0.05, -0.04, 0.00], [0.36, -0.84, -0.37], [0.15, 0.03, -0.01], [-0.01, -0.01, -0.02], [-0.01, -0.03, -0.02], [-0.09, 0.08, 0.00], [-0.04, -0.11, -0.07], [0.08, -0.08, -0.02], [0.11, 0.02, 0.01], [0.08, 0.10, 0.04], [-0.26, -0.12, -0.46]],
  "lumo_energy_ev": [-4.33, -4.33],
  "total_charge": 1,
  "energy_ev": -164783.30474,
  "spin_multiplicity": 1,
  "max_force_ev_per_a": 3.534,
  "gap_ev": [4.3, 4.3]
}